Version one
Computed, not measured: the molecule C5H12N2O, with wB97M-V/def2-TZVPD.

Calculated values
SMILES ... [H]/N=C\C[C@@](C)(O)CN

Last column: Löwdin charge in e.
Cartesian coordinates (Å):
C  -0.47211  0.45924  -0.50499  -0.57
C  0.62861  -0.64755  -0.91254  -0.22
C  -0.24407  0.86085  0.95686  -0.12
C  -1.86365  -0.13921  -0.69141  -0.03
N  0.53471  -1.82138  -0.06724  0.02
C  1.23055  0.91524  1.25134  -0.27
O  -0.28323  1.61425  -1.29041  -0.01
N  1.84601  0.31724  2.17699  0.09
H  -0.42643  1.39171  -2.21433  0.10
H  0.99496  -1.65154  0.81848  0.05
H  1.00101  -2.60885  -0.50293  0.08
H  1.24762  -0.23287  2.79665  0.05
H  0.35307  -0.94611  -1.92945  0.11
H  1.63272  -0.20767  -0.99794  0.11
H  -0.72795  0.12737  1.61242  0.12
H  -0.67062  1.85172  1.10080  0.13
H  1.80324  1.59158  0.62113  0.12
H  -2.06954  -0.28152  -1.75746  0.09
H  -2.62081  0.51642  -0.26525  0.09
H  -1.89409  -1.10893  -0.20072  0.08

Version two
Computed, not measured: the molecule C5H12N2O, with wB97M-V/def2-TZVPD.

Calculated values
SMILES ... CNCC(=O)N(C)C

Last column: Löwdin charge in e.
Cartesian coordinates (Å):
O  1.03361  -2.06048  -0.47253  0.01
C  0.55615  -0.97488  -0.20854  -0.41
N  1.51018  0.05013  -0.11321  -0.15
C  2.85256  -0.32854  -0.58270  -0.05
C  0.95565  1.35074  -0.39828  -0.09
C  -1.01437  -0.99262  0.07621  -0.10
N  -1.35762  0.19990  0.95307  -0.12
C  -2.81717  0.36316  0.69830  -0.15
H  3.64298  0.12075  0.14632  0.11
H  3.00801  -1.39644  -0.68622  0.07
H  3.01762  0.16629  -1.53508  0.07
H  -0.18424  1.36875  -0.29416  0.09
H  1.02268  1.68145  -1.42913  0.08
H  1.24941  2.02985  0.33966  0.06
H  -1.27653  -1.96515  0.49386  0.11
H  -1.35060  -0.97413  -0.99475  0.14
H  -1.10559  0.10764  1.88658  0.08
H  -3.42547  -0.55551  0.74662  0.06
H  -3.01681  0.97005  -0.24139  0.09
H  -3.30043  0.83904  1.61539  0.09

Version three
Computed, not measured: a cluster of 3 separate species, C5H12N2O in total, with wB97M-V/def2-TZVPD.

Last column: Löwdin charge in e.
Cartesian coordinates (Å):
C  -1.07087  0.21153  -0.07415  -0.51
C  -1.47582  0.02186  1.35692  -0.06
C  -1.51417  1.50334  -0.70675  -0.08
C  1.20802  -0.69769  -0.00238  -0.23
N  1.06202  -1.99350  0.18468  0.13
N  3.25326  0.30552  -0.25639  -0.07
C  1.04750  0.50354  -0.23844  0.06
O  -1.48224  -0.91477  -0.81863  -0.04
H  -1.29740  -0.74296  -1.75111  0.10
H  0.28695  -2.42742  -0.30500  0.11
H  1.24939  -2.35550  1.10891  0.12
H  3.54057  -0.13998  -1.13162  -0.05
H  3.69451  -0.25678  0.47495  -0.05
H  1.17209  1.54878  -0.40786  0.08
H  -1.10599  0.84112  1.97475  0.09
H  -2.57063  -0.01329  1.45496  0.09
H  -1.09161  -0.92049  1.75498  0.07
H  -1.11230  1.61798  -1.71938  0.08
H  -2.61019  1.54765  -0.77985  0.09
H  -1.18307  2.36108  -0.11861  0.08

version one wins, 31.6 kcal/mol ahead of the next structure.

Version one
Computed, not measured: a cluster of 2 separate species, C5H12N2O in total, with wB97M-V/def2-TZVPD.

Last column: Löwdin charge in e.
Cartesian coordinates (Å):
C  2.16247  -0.33657  1.26875  -0.10
C  2.05324  -0.40324  -1.29961  -0.10
C  -2.19931  -1.19125  0.06003  -0.16
C  -1.85837  1.70953  -0.03628  0.00
N  1.51249  -0.35768  0.01070  -0.10
C  -0.72460  0.69991  0.02010  -0.54
O  0.46796  1.19017  -0.00771  0.01
N  -0.90291  -0.57276  0.03685  0.00
H  1.48868  -0.05123  2.07441  0.09
H  3.03971  0.31402  1.24056  0.08
H  2.44921  -1.38157  1.47098  0.10
H  1.28438  -0.79542  -1.96841  0.08
H  2.89924  -1.10394  -1.27731  0.10
H  2.38133  0.58074  -1.64194  0.09
H  -2.78558  -0.90777  0.94353  0.07
H  -2.79264  -0.95747  -0.83328  0.07
H  -2.05530  -2.27277  0.08899  0.06
H  -1.45333  2.71647  -0.07252  0.07
H  -2.47175  1.52742  -0.91991  0.08
H  -2.49493  1.59338  0.84208  0.08

Version two
Computed, not measured: a cluster of 3 separate species, C5H12N2O in total, with wB97M-V/def2-TZVPD.

Last column: Löwdin charge in e.
Cartesian coordinates (Å):
O  -2.82449  0.24206  -0.95038  0.02
C  -2.15978  -0.58257  -0.33950  -0.31
C  -1.66346  -0.44142  0.98746  -0.07
C  -0.16198  1.27802  -2.01859  -0.05
C  0.42506  0.08610  -1.89361  -0.07
C  1.64191  0.71351  1.16332  -0.26
N  1.94682  -0.59938  0.65409  -0.05
N  -0.61388  -1.19227  1.44358  0.01
H  -1.86920  -1.53194  -0.81674  0.12
H  -2.08028  0.32120  1.64212  0.12
H  0.40202  2.18739  -2.19665  0.06
H  -1.24327  1.33430  -1.87874  0.03
H  -0.04118  -0.84470  -2.21343  0.06
H  1.31738  -0.06824  -1.27841  0.02
H  1.41844  0.70453  2.24172  0.08
H  0.75292  1.10634  0.66845  0.04
H  2.45374  1.43001  0.97141  0.09
H  2.81795  -0.90404  1.07957  0.03
H  0.36822  -1.09985  1.05665  0.03
H  -0.88693  -2.13906  1.67768  0.11

version one wins, 86.5 kcal/mol ahead of the next structure.

Version one
Computed, not measured: a cluster of 2 separate species, C3H2O4 in total, with wB97M-V/def2-TZVPD.

Calculated values
SMILES ... O=C=CO.O=C=O

Last column: Löwdin charge in e.
Cartesian coordinates (Å):
C  0.67010  0.88744  0.17028  -0.16
C  1.90895  0.52681  -0.14778  -0.14
C  -1.94802  -1.23839  -0.75730  -0.44
O  -2.73811  -0.54339  -1.19297  0.23
O  -1.21187  -2.01467  -0.30077  0.19
O  3.06647  0.52803  -0.41800  0.14
O  -0.12597  0.43097  1.24374  -0.03
H  0.00208  1.41664  -0.52449  0.13
H  0.37637  0.00656  1.92730  0.09

Version two
Computed, not measured: a cluster of 2 separate species, C3H2O4 in total, with wB97M-V/def2-TZVPD.

Calculated values
SMILES ... O=C=CO.O=C=O

Last column: Löwdin charge in e.
Cartesian coordinates (Å):
C  0.26659  0.35286  -0.02822  -0.17
C  -0.46925  1.44033  0.00252  -0.25
C  -2.24689  0.64289  -0.97090  -0.46
O  -2.28778  1.49462  -1.76561  0.22
O  -0.85844  2.50585  0.21843  0.21
O  -2.33996  -0.30692  -0.31152  0.19
O  0.12448  -0.85796  0.58620  0.02
H  1.10179  0.41582  -0.78570  0.16
H  -0.81533  -1.04372  0.56646  0.07

version one wins, 14.5 kcal/mol ahead of the next structure.